No. 1
{
  "formula": "C33H46MnNP3",
  "method": "the ωB97M-V functional and the def2-TZVPD basis",
  "lumo_ev": [0.68, 0.30],
  "orbital_gap_ev": [4.966, 7.725],
  "s2": 8.80,
  "multiplicity": 6,
  "species": ["H", "C", "H", "H", "H", "C", "C", "H", "H", "H", "H", "H", "H", "P", "C", "H", "C", "H", "H", "N", "H", "H", "H", "C", "C", "P", "C", "H", "H", "H", "H", "H", "C", "H", "H", "C", "C", "C", "C", "H", "P", "H", "H", "H", "C", "C", "C", "H", "H", "C", "C", "H", "C", "C", "C", "H", "C", "C", "C", "H", "C", "H", "H", "H", "H", "H", "H", "H", "H", "H", "Mn", "H", "C", "C", "C", "C", "H", "C", "H", "H", "C", "C", "C", "H"],
  "xyz": [[-2.77800, -3.82756, -2.40849], [0.09974, -3.10813, -3.35165], [-0.76869, 1.94100, -5.40945], [2.26541, 0.65239, -1.53535], [3.98781, 3.58817, -2.21168], [3.89601, 1.89876, -4.21365], [0.43492, 4.07468, 2.38052], [-1.27855, -3.53727, -1.13718], [4.41534, 5.07798, -3.02766], [1.99728, 5.49062, -3.58313], [-3.28138, 1.47938, -3.11809], [0.02021, -2.79127, -0.23418], [-2.90415, 2.08035, 2.23048], [-1.49382, -2.15265, -3.35723], [1.49846, 3.85317, -2.32434], [3.66468, 0.07710, -3.28539], [1.12866, 0.07933, 3.32415], [1.01464, -2.51731, -3.49082], [-2.10499, 2.75878, -3.56265], [-0.62128, 0.00695, -0.25590], [0.43060, 4.02861, -2.31620], [-1.65916, -2.43910, 0.23974], [0.85736, 1.28738, -5.11941], [-3.95160, -2.03398, 3.73600], [-1.98473, -0.65552, 2.25161], [-0.93074, 0.55875, -3.39276], [-3.04032, -2.86221, -2.84553], [2.48184, -0.09385, 4.95914], [4.80248, 3.76818, -4.86758], [-2.36056, -2.44994, 5.16240], [0.22536, -3.54035, -2.35930], [0.16553, -3.95840, -4.03713], [2.92916, 1.50828, -1.81541], [-0.74378, 5.68497, 3.20786], [-2.84544, -0.98534, -5.28564], [3.77453, 4.18870, -3.09617], [1.98259, 2.71587, -1.41312], [-1.95118, 3.93301, 2.76158], [2.33376, 4.58931, -3.03568], [-1.77398, -2.15109, -6.01802], [-0.72116, 0.28052, 1.33853], [-3.61748, -0.12802, 0.92303], [3.74986, -1.85436, 1.19107], [3.05418, 3.63699, -5.08639], [0.85487, -0.26823, 1.99455], [-2.63155, -1.99212, 4.19987], [-2.41442, 1.70016, -3.74819], [3.79176, 1.43887, -1.11281], [-3.67685, -2.98309, -3.73575], [-4.29287, -1.38115, 2.53758], [-0.98569, -2.60067, -0.60915], [4.25719, 1.33715, -5.09606], [0.00332, 1.77697, -4.61893], [0.43374, 2.76308, 1.91007], [-1.85601, -1.47681, -5.14926], [4.21495, -1.29476, 3.59743], [3.46541, 1.16276, -3.16312], [-1.96148, 2.62740, 2.27059], [1.78610, -0.96444, 1.21668], [0.38534, 0.64770, 3.89383], [-0.75688, 4.66366, 2.82478], [-2.64385, 1.63036, -4.82693], [2.40344, 3.15613, -0.50445], [1.38096, 2.30607, 1.62361], [-4.72175, -2.55486, 4.31834], [-0.64818, -1.32654, 3.82658], [0.25420, -0.99985, -4.95861], [0.33765, 2.76931, -4.27790], [-2.88376, 4.40619, 3.08601], [1.07580, 2.19675, -1.06753], [-0.93517, -0.86456, -1.78349], [-3.52997, -2.20156, -2.07545], [-1.66195, -1.33220, 3.43754], [3.27130, -1.00581, 3.13376], [-3.32415, -0.68987, 1.81193], [2.32388, -0.32153, 3.90729], [1.56571, -1.22746, 0.17969], [-0.71149, -0.50418, -5.12987], [-0.60300, 0.03326, -6.08868], [1.37141, 4.64005, 2.39504], [3.88997, 3.40654, -4.37884], [3.01209, -1.31843, 1.79371], [-0.76434, 2.01774, 1.85105], [-5.33015, -1.38180, 2.19655]],
  "forces_ev_per_a": [[-0.8, -0.1, 0.1], [0.0, -1.4, -0.5], [0.8, 0.1, 0.5], [0.7, 0.3, -0.2], [0.3, 0.0, -0.2], [-0.3, -0.4, 0.4], [-0.3, 0.0, -0.1], [0.1, 0.3, 0.8], [0.0, -0.3, -0.4], [0.2, -0.7, 0.1], [0.0, 0.0, -0.2], [0.1, 0.1, 0.2], [0.3, 0.1, 0.0], [-1.2, -0.4, -3.5], [0.5, -0.7, 0.4], [-0.4, 0.6, 0.1], [0.4, -0.4, -0.2], [-0.6, 0.4, -0.2], [-0.1, -0.9, 0.0], [-0.7, 2.5, 4.2], [0.0, 0.1, 0.0], [0.1, 0.0, -0.2], [-0.2, 0.2, 0.5], [0.1, 0.1, -0.1], [-0.6, -0.1, 0.6], [1.6, 4.1, -6.8], [-0.9, -1.1, 0.3], [0.3, -0.1, -0.2], [0.0, -0.6, -0.3], [-0.1, 0.2, -0.6], [-0.3, 0.1, -0.1], [-0.1, 0.1, -0.3], [-0.9, -0.5, 1.0], [-0.1, -0.3, -0.1], [0.5, -0.2, 0.7], [-0.9, 0.9, 0.5], [-0.6, -0.4, -0.1], [0.1, 0.4, -0.1], [-0.3, 0.9, 0.6], [0.1, -0.4, 0.5], [1.0, -0.9, -4.3], [0.2, -0.3, 0.1], [-0.2, 0.2, 0.3], [0.6, 0.1, 0.5], [0.2, 0.2, 0.7], [-0.4, 0.0, -0.3], [0.0, -0.1, 0.6], [-0.5, 0.2, -0.2], [0.1, -0.1, 0.5], [0.2, -0.1, 0.4], [-0.3, -1.6, -0.7], [-0.2, 0.3, 0.6], [0.5, 1.1, -0.4], [-0.4, -0.1, 0.0], [0.8, -1.1, 0.6], [-0.2, 0.0, -0.2], [1.0, 0.2, -1.6], [0.4, 0.0, -0.1], [0.2, 0.0, 0.5], [0.4, -0.2, -0.1], [0.0, -0.4, -0.2], [-0.1, -0.2, 0.6], [0.1, 0.1, -0.1], [-0.3, 0.1, 0.0], [0.3, 0.2, -0.3], [-0.2, 0.0, -0.2], [-0.2, 0.0, -0.1], [-0.1, -0.4, 0.2], [0.3, -0.2, -0.1], [0.1, 0.3, 0.0], [0.5, 0.0, 4.4], [0.6, -0.8, -0.8], [-0.2, 0.0, 0.3], [-0.1, 0.0, 0.1], [0.2, 0.2, 0.2], [-0.1, 0.0, -0.2], [-0.1, 0.2, 0.4], [-0.7, 0.4, 0.7], [-0.2, 0.2, 0.7], [-0.3, -0.2, 0.1], [0.6, -0.5, -1.0], [-0.2, 0.1, 0.2], [-0.3, 0.7, 0.8], [0.3, 0.0, 0.1]]
}

***

No. 2
{
  "formula": "C33H47AsN7Ru",
  "method": "the ωB97M-V functional and the def2-TZVPD basis",
  "lumo_ev": [-9.52, -13.93],
  "orbital_gap_ev": [8.820, 4.071],
  "s2": 0.77,
  "total_charge": 4,
  "multiplicity": 2,
  "species": ["Ru", "C", "H", "N", "C", "C", "H", "H", "C", "C", "H", "H", "C", "C", "H", "H", "C", "H", "H", "H", "H", "C", "H", "C", "C", "N", "H", "H", "C", "H", "H", "C", "H", "C", "H", "H", "H", "H", "H", "C", "C", "C", "H", "C", "N", "H", "H", "H", "H", "C", "C", "H", "C", "H", "H", "C", "C", "N", "H", "H", "C", "H", "C", "C", "H", "H", "H", "H", "C", "H", "C", "H", "H", "H", "As", "C", "H", "N", "H", "H", "C", "C", "H", "H", "H", "N", "C", "N", "C"],
  "xyz": [[0.38667, 0.37545, -0.04367], [1.90812, 0.71222, -2.70247], [3.23235, 1.28812, 1.12785], [0.46092, -1.47235, -1.02472], [-3.45858, 3.13259, -3.96705], [1.82474, -0.09348, 2.50237], [-3.34155, 0.80469, -0.77336], [-2.68506, 1.67387, 1.60238], [4.27148, 0.58549, -2.97871], [1.75331, -3.47376, -1.14939], [-0.22835, -1.61134, 2.11218], [-1.10544, -1.83641, 0.79482], [-2.23310, 3.19914, -0.83622], [-3.49151, -1.38122, 1.66738], [2.08094, 1.61642, 4.58620], [-3.09849, -0.77273, -0.76103], [3.00388, 0.68493, -3.53645], [3.14840, -2.19663, 0.75172], [-0.01712, 3.59276, 0.65823], [-0.97095, 0.88517, -3.78965], [5.15558, 0.56584, -3.60357], [1.42729, -2.27654, -0.53462], [-4.16257, 2.63053, -3.31015], [2.10362, -1.87960, 0.76655], [-3.82479, -0.05358, 1.00521], [-4.57340, 0.36967, 4.12635], [-2.33627, 4.05185, -1.50490], [-0.96279, -1.17881, -2.48890], [1.19734, 3.41150, 3.78914], [-0.12908, 4.33024, -2.42156], [4.12291, -0.22286, 0.97797], [-3.29003, 0.78966, 3.40236], [0.33661, 5.01289, 2.62063], [-2.19575, -0.26781, 3.54711], [-4.92362, 4.56527, -4.70507], [-2.00690, 3.56624, 0.16553], [2.54076, -4.09532, -0.74060], [1.07354, 3.12362, -2.89692], [-4.87871, -0.05935, 0.71748], [1.57601, 2.07608, 3.74497], [-1.28281, 3.28304, -4.92934], [-1.72084, 4.37501, -5.72377], [-4.99336, -0.47637, 3.73891], [0.05320, -3.04890, -2.77866], [-2.97403, 0.06210, -0.19406], [-1.04354, 4.84775, -6.42504], [-1.24941, 0.27625, 3.49953], [-3.46735, -2.16957, 0.90969], [-3.18886, 2.68606, -0.81298], [-1.68330, 1.49849, -3.23921], [4.37445, 0.46901, -1.60133], [-4.39832, 1.86717, 1.89574], [-2.19149, -1.36324, 2.45581], [2.77132, -0.20144, 3.03874], [5.33696, 0.33737, -1.12285], [3.23431, 0.31419, 0.64168], [0.41117, 3.16616, 1.55398], [1.99830, 0.67417, -1.35692], [-4.29280, -1.70132, 2.33929], [-2.23045, -0.71171, 4.54537], [-0.20624, -1.86262, -2.12922], [-4.39517, 0.19122, 5.11847], [-3.57702, 1.14812, 1.94955], [3.22516, 0.50124, -0.83321], [1.06938, 3.74496, -1.24610], [-2.51684, 0.86558, -2.93186], [0.91297, 0.75177, -3.11972], [2.86300, 0.72933, -4.60799], [-3.03140, 4.82893, -5.61854], [1.30253, -4.80449, -2.77432], [1.34210, 1.33640, 2.59992], [1.12527, -0.78076, 2.97075], [1.38358, 4.00934, 4.67251], [1.63778, -2.43410, 1.58360], [-0.79595, 2.06767, -1.51727], [0.43424, 3.46248, -2.08462], [-5.28021, 1.10884, 4.07932], [-0.98325, -1.19794, 1.57773], [-2.11253, -2.33696, 2.93887], [-0.26980, 2.91114, -5.03847], [1.06030, -3.87001, -2.28406], [0.61450, 3.96787, 2.65811], [-3.36740, 5.65525, -6.22968], [-2.99089, 1.68622, 3.94231], [-0.51407, -3.32086, -3.65828], [2.00172, -0.42149, 1.06767], [-3.89889, 4.22297, -4.76237], [0.74024, 1.86000, 1.50593], [-2.14142, 2.66510, -4.05576]],
  "forces_ev_per_a": [[1.3, 0.0, 0.0], [0.0, 0.0, 0.3], [0.0, 0.0, 0.0], [-0.2, 0.0, -0.2], [-2.2, 1.8, -0.7], [0.0, 0.1, -0.1], [-0.1, 0.1, 0.0], [0.1, 0.0, 0.0], [0.0, 0.0, 0.1], [0.0, -0.1, -0.1], [0.0, 0.0, -0.1], [0.0, 0.0, -0.1], [0.0, 0.2, -0.1], [0.1, 0.0, 0.0], [0.0, 0.0, 0.0], [0.0, -0.1, 0.1], [0.0, 0.0, 0.0], [0.0, 0.0, 0.0], [0.0, -0.1, 0.1], [0.1, 0.1, 0.0], [0.0, 0.0, 0.0], [-0.1, 0.1, 0.0], [0.0, 0.1, 0.0], [0.0, 0.1, 0.0], [0.0, -0.1, 0.0], [0.0, 0.0, 0.0], [0.0, 0.1, 0.1], [0.0, 0.0, 0.0], [0.0, 0.0, -0.1], [0.0, 0.1, 0.0], [0.0, 0.0, 0.0], [0.0, 0.0, 0.0], [0.0, 0.0, 0.0], [0.0, 0.0, 0.0], [0.0, -0.1, 0.1], [0.0, -0.1, -0.1], [0.0, 0.0, 0.0], [0.0, 0.0, 0.1], [-0.1, -0.1, 0.1], [0.0, 0.1, 0.1], [0.7, 2.0, -2.0], [2.2, -2.0, 0.9], [0.0, 0.0, 0.0], [0.1, -0.1, 0.0], [-0.3, 0.0, -0.1], [0.0, -0.1, 0.0], [0.0, 0.0, 0.0], [0.0, 0.0, 0.0], [0.0, 0.0, 0.1], [-0.6, 0.5, -0.8], [0.1, 0.0, -0.1], [0.0, 0.0, 0.0], [0.1, 0.2, 0.1], [0.0, 0.0, 0.0], [0.0, 0.0, 0.0], [0.0, -0.1, -0.1], [0.0, -0.2, -0.1], [0.0, 0.0, -0.2], [0.0, 0.0, 0.0], [0.0, 0.0, 0.0], [0.2, 0.1, 0.3], [0.0, 0.0, 0.0], [0.0, 0.0, -0.1], [-0.1, 0.0, 0.0], [0.0, 0.0, 0.0], [0.0, 0.1, 0.0], [0.1, 0.0, 0.0], [0.0, 0.0, 0.0], [-0.5, 0.8, -0.5], [0.0, 0.0, 0.0], [0.0, 0.0, -0.1], [0.0, 0.0, 0.0], [0.0, 0.0, 0.0], [0.0, 0.0, 0.0], [-0.2, -0.3, 0.5], [-0.1, 0.0, -0.2], [0.0, 0.0, 0.0], [-0.4, 0.1, -0.1], [0.0, 0.0, 0.1], [-0.1, 0.1, -0.1], [0.0, 0.0, 0.0], [0.1, 0.0, 0.1], [0.0, 0.1, 0.0], [0.0, 0.0, 0.0], [0.0, 0.0, 0.0], [-0.1, -0.2, 0.0], [-0.7, -1.9, 1.8], [-0.1, 0.2, 0.0], [1.0, -1.6, 0.9]]
}

***

No. 3
{
  "formula": "C33H47BCaN4O2P2",
  "method": "the ωB97M-V functional and the def2-TZVPD basis",
  "lumo_ev": [-1.03, -1.03],
  "orbital_gap_ev": [4.446, 4.446],
  "multiplicity": 1,
  "species": ["C", "C", "H", "H", "H", "N", "C", "H", "H", "B", "C", "H", "H", "C", "H", "C", "C", "H", "H", "H", "H", "C", "H", "H", "H", "H", "N", "H", "H", "H", "C", "C", "H", "N", "H", "H", "P", "H", "N", "O", "C", "C", "H", "C", "H", "C", "H", "H", "H", "C", "C", "H", "C", "H", "H", "H", "H", "C", "C", "H", "O", "C", "C", "H", "H", "C", "H", "C", "C", "H", "H", "C", "C", "H", "H", "P", "H", "H", "H", "H", "H", "Ca", "C", "C", "C", "C", "C", "H", "C", "C"],
  "xyz": [[-2.03778, 1.81152, -4.97710], [-4.13009, -0.47371, -5.42686], [-2.09285, 2.53293, 7.39214], [1.24391, 1.41540, 8.26824], [-6.04123, -0.96032, -6.40814], [2.96156, -0.23486, -4.31705], [-1.94051, 3.09838, -4.46064], [-0.17959, 4.23546, 2.66342], [0.64586, 0.05967, -0.73772], [-0.43634, -0.13128, 5.35204], [3.04260, -3.72860, -7.09506], [1.87639, -1.09974, 3.72521], [-0.10400, 1.50018, 9.42175], [-0.73864, 1.29842, 0.32431], [-3.88350, 0.51987, -5.75332], [0.36731, 0.22009, 0.32528], [-1.59134, 2.98077, -3.08067], [-1.84574, -1.12489, 9.39041], [1.96969, -1.48298, 5.40746], [-2.22061, 1.49704, -5.99293], [-2.88373, 0.97265, 7.03753], [1.62667, -1.88998, 4.44716], [-3.39848, -3.18262, -3.74735], [-2.44810, 1.38503, 8.71320], [-0.07645, -0.73924, 0.65328], [-1.55874, 0.83970, -0.25567], [-3.31508, -1.18549, -4.53930], [5.29677, 1.69677, -3.01589], [-1.69377, -2.47425, 8.22983], [0.92427, 3.04936, 0.87131], [-2.12564, 1.46137, 7.65858], [0.18187, 1.66713, 8.36769], [3.26622, -0.00929, -6.45499], [-1.83186, 0.89679, -3.93965], [0.77245, -2.23248, 8.09109], [-2.51798, 1.22006, 1.59622], [1.56666, -1.26503, -4.13578], [2.50485, -1.58128, -7.24797], [2.26804, -2.54970, -5.31372], [-0.35251, 1.01860, 6.08089], [4.63943, 1.08712, -5.07397], [-0.74393, 0.84343, 7.48296], [3.22555, -5.65552, -5.96547], [-0.83499, -0.93852, -5.50706], [-0.89252, -1.97840, -5.85988], [1.25704, 2.86041, 1.89781], [-1.70085, 2.16450, 3.61918], [0.67675, 0.65157, -5.29596], [3.25985, 0.04387, -2.21173], [2.47668, -3.86543, -4.89754], [-1.81555, -1.38938, 8.32068], [5.31266, 1.59902, -5.73598], [0.60643, -0.43609, -5.44034], [2.26373, -4.15552, -3.88502], [-1.18585, 1.08192, -1.92866], [0.79098, -0.91090, 9.27889], [-5.75748, -3.34188, -5.12242], [3.61576, 0.29854, -3.19881], [1.59710, 0.45792, 1.15245], [2.05707, 3.57993, 2.14553], [-0.71640, -1.23421, 6.15951], [-3.89805, -2.44977, -4.36203], [-1.49628, 1.62479, 1.59478], [2.55692, 1.34435, 2.80712], [-1.38197, -0.29801, -6.20267], [0.08184, 3.17753, 2.85383], [-0.39066, 2.18128, -0.23650], [-5.08046, -2.50518, -5.07944], [-1.11295, 2.29030, 2.69173], [-2.77331, -1.13633, 7.85165], [1.53952, -0.69232, 7.67273], [-5.23312, -1.25201, -5.75876], [4.63317, 1.12344, -3.64324], [2.31155, -2.73070, 4.21740], [0.08534, 2.74832, 8.17075], [-1.67883, -0.88462, -3.88898], [1.08292, -0.67559, -6.39125], [2.26272, -0.42223, 1.17927], [-1.45446, 3.76875, -2.37025], [3.40616, -3.95432, -8.09301], [-2.12306, 4.00826, -5.00303], [-0.46312, -2.60698, 4.09197], [-0.65719, -0.71239, 7.65843], [2.60668, -2.48943, -6.66210], [2.95612, -4.61897, -5.98101], [1.84871, 1.48384, 1.97980], [-1.49441, 1.62009, -2.79713], [0.37677, 3.16301, 3.91526], [0.68826, -1.14665, 8.20154], [3.59914, 0.24774, -5.46825]],
  "forces_ev_per_a": [[0.1, 0.5, 0.7], [-0.5, -0.8, 0.1], [0.0, -0.5, 0.0], [-0.3, 0.0, -0.1], [0.0, 0.0, 0.0], [0.5, 0.6, 0.7], [0.1, -1.3, 0.2], [-0.2, -0.4, 0.0], [-0.1, 0.0, 0.3], [-1.0, -0.7, -1.5], [-0.3, 0.4, 0.7], [-0.2, -0.1, -0.1], [0.2, 0.1, -0.3], [-0.9, -0.1, -0.5], [-0.1, -0.1, 0.2], [0.0, 0.5, -0.5], [0.0, -1.5, -0.1], [-0.1, -0.1, -0.3], [-0.3, -0.2, 0.0], [0.0, 0.1, 0.2], [0.1, 0.1, 0.0], [1.5, -0.7, -0.3], [-0.1, 0.0, 0.1], [0.1, 0.0, -0.4], [0.2, 0.3, 0.0], [0.5, 0.3, -0.1], [-0.2, -1.0, 0.0], [0.0, -0.1, 0.0], [0.0, 0.1, 0.2], [0.3, 0.2, 0.3], [-0.5, -0.1, 0.1], [0.5, -0.1, 0.5], [0.1, 0.0, 0.1], [1.0, 0.0, 0.7], [0.0, 0.1, 0.0], [0.5, -0.2, 0.3], [2.7, -0.8, -2.8], [0.1, -0.4, 0.2], [-0.8, -0.6, 1.0], [0.1, 0.6, 0.5], [-1.3, -1.0, 0.3], [0.0, -0.1, -0.7], [0.0, -0.2, 0.1], [0.3, -0.3, -0.3], [0.1, 0.2, -0.1], [-0.3, 0.3, 0.4], [-0.1, 0.4, -0.8], [-0.2, -0.3, 0.1], [0.1, 0.1, 0.0], [0.4, -0.1, -1.6], [-0.3, -0.2, 0.5], [0.1, 0.1, -0.1], [-0.5, 0.0, -0.2], [0.0, 0.0, 0.1], [-0.1, 0.1, 0.1], [-0.1, -0.1, -0.4], [0.0, 0.0, 0.0], [0.3, 0.4, -1.1], [0.2, -0.3, 0.8], [-0.2, -0.2, -0.3], [-0.2, 0.7, 2.3], [-0.5, 0.8, -0.5], [0.2, 0.1, 0.8], [0.1, 0.0, -0.6], [-0.1, -0.4, 0.0], [0.5, -0.1, 0.1], [-0.2, -0.3, 0.2], [0.7, 0.4, 0.2], [-0.3, -0.1, 0.0], [0.3, 0.1, 0.1], [-0.4, -0.1, 0.1], [1.3, 0.0, 0.8], [-0.5, -0.5, 0.1], [0.4, 0.1, 0.0], [-0.1, -0.5, -0.1], [-2.0, 2.2, -1.7], [-0.1, 0.3, 0.1], [-0.4, 0.4, 0.4], [0.1, 0.2, 0.1], [-0.2, 0.1, 0.3], [0.1, 0.1, -0.1], [-0.3, 1.8, 0.9], [0.3, 0.1, -1.5], [-0.1, -0.3, 0.0], [-0.5, 1.4, 0.9], [0.1, -0.5, -0.1], [-0.5, 1.0, -1.3], [0.2, -0.2, -0.3], [0.3, -0.3, 0.3], [0.6, 0.8, 1.2]]
}

***

Energy relative to the best compared isomer or geometry (same formula, charge and spin) for the records above, in order: 36.8, 31.2, 0.0 kcal per mole